{"formula": "Br2H2O2Si", "method": "the ωB97M-V functional and the def2-TZVPD basis", "symbols": ["Br", "H", "Br", "H", "Si", "O", "O"], "xyz": [[-1.358, 1.984, -2.441], [2.368, 0.793, -1.533], [-2.619, 0.238, 2.499], [-1.839, -0.268, 1.516], [-0.145, 0.538, -1.253], [-0.875, -0.293, -0.254], [1.390, 0.704, -1.637]], "energy_ev": -152092.3878, "smiles": "O=[Si](O)Br.Br"}

---

{"formula": "Br2H4OSi2", "method": "the ωB97M-V functional and the def2-TZVPD basis", "symbols": ["Si", "Br", "Si", "H", "H", "O", "Br", "H", "H"], "xyz": [[0.400, -0.269, -1.026], [-4.389, -1.292, -0.293], [-2.831, -0.162, 0.764], [0.596, -1.335, -1.910], [-0.088, 0.972, -1.768], [-0.518, -0.773, 0.161], [-3.054, 1.926, 0.065], [1.636, 0.009, -0.393], [-2.014, -0.598, 1.947]], "energy_ev": -157952.9855}

---

The following highest occupied orbital energy values (in eV) correspond, in order, to the records above: -10.23, -9.41.
The following frontier orbital gap values (in Ha) correspond, in order, to the records above: 0.34933, 0.30711.
The following energy relative to the best compared isomer or geometry (same formula, charge and spin) values (in kcal/mol) correspond, in order, to the records above: 70.9, 85.9.